47
Properties=species:S:1:pos:R:3:forces:R:3:lowdin_charge:R:1 method="wB97M-V/def2-TZVPD" e_lumo_ev=-17.394 total_charge=+4 multiplicity=1 homo_lumo_gap_ev=4.355
N -2.161 -2.030 -1.187 0.5 -0.4 -0.5 0.16
C -2.362 -3.100 -1.593 0.0 1.4 1.1 -0.16
C -2.631 -4.469 -1.903 0.1 -0.6 -0.3 0.01
H -1.943 -4.813 -2.679 -0.2 0.0 -0.1 0.12
H -3.665 -4.584 -2.228 0.0 -0.1 -0.1 0.13
H -2.466 -5.067 -1.000 -0.1 0.1 -0.1 0.12
N -2.106 2.410 2.412 0.3 -0.5 -0.1 0.16
C -2.418 2.678 3.494 0.1 0.1 -1.0 -0.18
C -2.834 3.091 4.805 -0.1 0.0 0.7 0.00
H -3.935 3.154 4.840 0.4 0.0 0.0 0.13
H -2.385 4.071 5.037 -0.2 -0.3 -0.1 0.13
H -2.476 2.352 5.541 -0.2 0.3 -0.2 0.12
N 2.337 2.686 -1.037 0.0 -1.2 -0.3 0.17
C 3.428 2.591 -1.422 -1.0 0.9 0.7 -0.19
C 4.811 2.674 -1.800 0.5 -0.3 -0.1 0.00
H 5.432 2.708 -0.903 -0.1 0.1 0.1 0.12
H 4.980 3.581 -2.386 0.0 -0.1 -0.1 0.13
H 5.095 1.783 -2.360 0.1 0.1 -0.2 0.11
Ce -0.571 0.787 -0.414 10.1 -9.5 12.3 1.27
C 0.911 1.337 1.818 2.9 -1.5 3.6 0.03
O 1.590 1.005 2.688 -2.7 1.7 -3.4 0.21
C -1.273 -0.581 1.757 1.3 -3.0 4.2 0.02
O -0.985 -1.227 2.669 -1.5 2.7 -3.7 0.22
C -2.570 0.778 -1.546 -2.6 0.8 -1.6 -0.07
C -1.491 0.679 -2.451 -1.3 1.6 -2.9 -0.06
C -0.493 1.700 -2.455 -1.6 1.3 -2.8 -0.05
C -0.618 2.779 -1.551 -0.8 2.5 -1.8 -0.06
C -1.682 2.844 -0.626 -1.1 2.0 -0.9 -0.04
C -2.660 1.837 -0.619 -1.9 0.9 -0.9 -0.04
H -3.235 -0.069 -1.400 -0.1 0.0 -0.4 0.15
H -1.303 -0.242 -2.993 -0.2 -0.1 -0.2 0.17
H 0.438 1.541 -2.992 0.1 0.2 -0.2 0.18
H 0.213 3.467 -1.416 0.1 0.1 -0.3 0.14
H -1.630 3.551 0.206 -0.2 0.1 -0.2 0.17
H -3.354 1.757 0.223 -0.1 0.3 -0.3 0.17
C 1.981 -4.299 0.624 -0.1 -0.9 0.1 0.05
N 1.920 -2.876 0.331 -0.5 1.4 -0.3 -0.06
C 2.982 -1.962 0.389 -1.0 0.2 -0.5 0.06
C 2.487 -0.762 -0.021 0.1 0.1 0.2 -0.08
N 1.121 -0.915 -0.251 -1.1 0.9 -0.7 -0.10
C 0.816 -2.217 -0.063 0.9 -0.6 0.8 -0.10
H 2.430 -4.844 -0.213 -0.1 0.2 0.1 0.13
H 2.583 -4.482 1.517 -0.2 0.1 -0.1 0.13
H 0.957 -4.653 0.780 0.3 0.0 0.0 0.11
H 3.970 -2.222 0.709 0.3 -0.3 0.0 0.16
H 2.961 0.205 -0.197 0.0 -0.6 0.3 0.11
H -0.196 -2.631 -0.133 0.7 0.0 0.0 0.12

61
Properties=species:S:1:pos:R:3:forces:R:3:lowdin_charge:R:1 method="wB97M-V/def2-TZVPD" e_lumo_ev="-5.730 / -5.224" total_charge=+1 multiplicity=2 s2=0.77 homo_lumo_gap_ev="5.628 / 6.098" de_lowest_ev=1.5898
Re 0.175 -0.041 0.070 -1.0 0.2 0.3 1.70
C 1.962 -2.268 4.416 0.1 0.0 0.1 -0.05
C 1.221 -1.457 3.368 -0.3 0.1 -0.9 -0.59
O 0.263 -0.678 4.044 0.2 -0.1 0.2 -0.02
P 2.432 -0.427 2.402 0.7 -0.4 0.0 0.55
O 2.795 0.795 3.277 -0.2 0.7 -0.2 -0.05
O 3.798 -1.219 2.381 0.0 0.0 -0.1 -0.07
O 2.065 -0.111 0.950 -0.3 -0.1 0.5 -0.42
P 0.387 -2.587 2.148 0.7 -1.0 0.5 0.40
O 1.694 -3.021 1.238 -0.3 -0.1 0.1 -0.18
O -0.240 -3.773 2.728 -0.1 0.1 0.0 -0.23
O -0.480 -1.701 1.227 0.7 1.6 -1.3 -0.38
H 2.538 -1.604 5.062 0.0 0.0 0.0 0.10
H 2.631 -3.000 3.971 0.0 0.0 0.0 0.09
H 1.212 -2.786 5.010 0.0 0.0 0.0 0.10
H -0.199 -0.101 3.433 -0.2 0.2 -0.2 0.05
H 2.527 1.679 2.914 0.1 -0.2 0.1 0.08
H 3.799 -1.988 1.793 -0.1 0.0 0.1 0.09
H 1.705 -3.994 1.227 0.0 0.2 0.0 0.10
C -3.151 1.442 0.641 0.0 0.0 0.2 -0.05
C -2.949 0.342 -0.329 -0.3 -0.1 -0.3 -0.57
N -1.801 -0.183 -0.707 0.0 0.0 0.3 -0.07
C -1.979 -1.201 -1.638 -0.2 0.1 0.0 -0.31
C -3.267 -1.446 -1.961 0.0 0.0 0.0 -0.28
S -4.293 -0.385 -1.100 0.3 0.1 0.0 1.17
C -0.768 -1.838 -2.107 0.1 -0.1 -0.1 -0.31
C -0.588 -2.773 -3.065 0.0 0.0 0.0 -0.28
S 1.075 -3.151 -3.204 0.0 0.3 0.2 1.17
C 1.470 -2.040 -1.966 0.0 -0.2 -0.2 -0.58
N 0.404 -1.428 -1.485 0.0 0.0 0.2 -0.09
C 2.877 -1.838 -1.534 0.0 0.0 0.0 -0.06
H -3.467 1.047 1.609 0.0 0.0 0.0 0.11
H -3.935 2.114 0.293 0.0 0.0 0.0 0.10
H -2.236 2.004 0.777 0.0 0.1 -0.1 0.03
H -3.663 -2.193 -2.628 0.0 0.0 0.0 0.10
H -1.329 -3.238 -3.694 0.0 0.0 0.0 0.10
H 3.520 -1.641 -2.392 0.0 0.0 0.0 0.10
H 3.239 -2.744 -1.047 0.0 0.0 0.0 0.09
H 2.943 -1.017 -0.829 0.0 0.0 0.0 0.05
F -0.775 4.453 3.479 0.1 0.1 -0.1 0.19
C -0.664 3.147 3.386 -0.1 -0.4 -0.1 -0.66
F 0.011 2.670 4.422 0.0 0.0 0.1 0.17
F -1.885 2.599 3.360 0.1 0.1 0.1 0.14
S 0.206 2.654 1.829 -0.2 1.2 0.3 0.56
O -0.478 3.301 0.754 -0.1 0.1 -0.1 -0.26
O 1.594 2.981 2.006 0.2 -0.4 0.2 -0.24
O -0.065 1.175 1.843 0.0 -0.6 -0.7 -0.47
Cl -3.104 2.373 -5.916 -0.1 0.0 -0.1 0.71
C -1.990 2.073 -4.639 0.2 -0.1 0.3 -0.68
C -2.125 2.743 -3.429 -0.1 0.0 -0.1 -0.09
C -1.220 2.510 -2.411 0.3 -0.2 0.1 -0.04
C -0.163 1.605 -2.575 -0.3 0.1 -0.3 -0.30
C 0.810 1.358 -1.486 -0.1 -1.5 0.6 -0.19
C -0.047 0.948 -3.803 0.1 0.0 0.3 -0.05
C -0.947 1.176 -4.828 -0.2 0.0 -0.2 -0.09
H -2.929 3.456 -3.302 0.0 0.0 0.0 0.11
H -1.303 3.046 -1.475 -0.1 0.1 0.0 0.10
H 0.991 2.255 -0.885 0.1 0.0 0.2 0.08
H 1.759 0.985 -1.878 0.1 0.2 0.1 0.08
H 0.777 0.261 -3.964 0.0 0.0 0.0 0.11
H -0.839 0.680 -5.783 0.0 0.0 0.0 0.11

47
Properties=species:S:1:pos:R:3:forces:R:3:lowdin_charge:R:1 method="wB97M-V/def2-TZVPD" e_lumo_ev=0.606 total_charge=0 multiplicity=1 homo_lumo_gap_ev=10.028 smiles="CCc1nc(CNC(=O)[C@H]2CCC(=O)N(Cc3ccccc3F)C2)no1" de_lowest_ev=0.0000
C 4.726 1.194 0.121 0.0 -0.1 0.1 -0.08
C 3.456 0.713 0.810 0.3 0.1 -0.1 -0.15
C 2.270 1.511 0.422 -0.8 -0.2 0.1 -0.35
N 1.026 1.236 0.682 0.4 -0.2 0.2 0.22
C 0.356 2.310 0.170 0.9 0.0 -0.1 -0.33
C -1.123 2.454 0.305 -0.3 0.3 0.1 -0.08
N -1.708 1.198 0.695 -0.1 0.3 -0.5 0.08
C -1.717 0.821 1.996 -0.2 -0.5 0.1 -0.47
O -1.617 1.605 2.914 0.1 0.2 0.3 0.08
C -1.887 -0.681 2.231 0.1 -0.1 0.1 -0.20
C -3.354 -1.115 2.220 0.0 0.2 0.0 -0.13
C -3.935 -1.003 0.819 -0.2 -0.2 0.1 -0.08
C -3.099 -1.664 -0.257 -0.4 0.1 0.1 -0.45
O -3.596 -2.083 -1.283 -0.3 0.0 -0.2 0.07
N -1.749 -1.679 -0.058 0.4 -0.1 -0.1 -0.06
C -0.917 -2.270 -1.091 -0.3 0.0 -0.3 -0.08
C 0.148 -1.333 -1.597 -0.1 0.1 0.0 -0.14
C 1.493 -1.675 -1.559 -0.1 0.1 0.0 -0.03
C 2.464 -0.832 -2.072 0.1 0.0 0.0 -0.10
C 2.108 0.387 -2.625 0.0 0.0 0.0 -0.08
C 0.777 0.759 -2.670 -0.2 0.0 0.0 -0.01
C -0.175 -0.104 -2.162 0.4 -0.1 0.0 -0.22
F -1.471 0.277 -2.220 -0.1 -0.1 0.0 0.08
C -1.096 -1.522 1.231 0.2 -0.1 0.4 -0.11
N 1.149 3.176 -0.392 -1.1 0.7 -0.3 0.14
O 2.402 2.666 -0.231 0.7 -0.5 0.2 0.03
H 4.923 2.234 0.368 0.1 0.1 0.0 0.08
H 5.573 0.593 0.442 0.1 0.0 0.0 0.08
H 4.629 1.113 -0.958 0.0 0.0 -0.1 0.07
H 3.562 0.790 1.896 0.0 0.0 0.0 0.13
H 3.249 -0.333 0.578 -0.1 0.1 0.0 0.11
H -1.329 3.182 1.097 0.0 -0.1 -0.2 0.13
H -1.557 2.809 -0.632 0.0 0.0 0.1 0.13
H -1.709 0.475 -0.007 0.0 0.0 0.0 0.10
H -1.477 -0.860 3.230 0.0 0.1 -0.2 0.15
H -3.928 -0.497 2.913 0.0 -0.1 0.0 0.12
H -3.416 -2.151 2.561 0.0 0.0 0.0 0.12
H -4.037 0.048 0.536 0.0 0.0 0.0 0.13
H -4.931 -1.446 0.773 0.1 0.0 -0.1 0.13
H -1.597 -2.529 -1.911 0.2 -0.1 0.2 0.13
H -0.448 -3.187 -0.715 0.0 0.1 0.0 0.13
H 1.779 -2.625 -1.131 0.0 -0.1 0.1 0.12
H 3.501 -1.130 -2.042 0.1 0.0 0.0 0.11
H 2.861 1.049 -3.026 0.1 0.1 0.0 0.11
H 0.468 1.702 -3.093 -0.1 0.1 0.0 0.13
H -0.928 -2.521 1.660 0.0 0.1 0.0 0.14
H -0.116 -1.058 1.062 -0.1 -0.1 0.0 0.11

42
Properties=species:S:1:pos:R:3:forces:R:3:lowdin_charge:R:1 method="wB97M-V/def2-TZVPD" e_lumo_ev=0.811 total_charge=0 multiplicity=1 homo_lumo_gap_ev=8.392 smiles="CCCN1C(NCc2ccccc2)=NCc2ccccc21" de_lowest_ev=1.2608
C -1.787 -2.323 1.991 -0.1 0.3 0.3 -0.10
C -1.402 -0.859 1.774 -0.6 -0.7 0.6 -0.25
C -1.015 -0.615 0.328 1.1 0.8 1.3 -0.17
N -0.585 0.779 0.253 -0.4 0.3 -1.1 0.01
C 0.753 1.141 0.447 0.0 2.3 -0.6 -0.38
N 1.584 0.215 1.034 -0.2 0.2 0.2 0.07
C 2.915 -0.063 0.434 -1.0 -1.9 1.0 -0.11
C 2.684 -1.396 -0.252 0.7 -0.4 -1.8 -0.23
C 2.788 -2.599 0.458 -0.5 -1.1 -1.0 -0.05
C 2.562 -3.841 -0.202 -0.2 1.0 -1.3 -0.07
C 2.291 -3.868 -1.597 0.3 1.3 1.5 -0.09
C 2.195 -2.670 -2.316 0.0 0.5 0.9 -0.08
C 2.362 -1.438 -1.646 0.2 -0.5 0.6 -0.03
N 1.218 2.311 0.176 0.2 -0.6 0.2 0.09
C 0.425 3.324 -0.505 0.8 -0.3 0.2 -0.19
C -1.041 3.066 -0.487 0.0 0.9 -0.2 -0.15
C -1.877 4.154 -0.822 -0.6 -1.9 0.6 -0.04
C -3.261 4.018 -0.781 0.6 -1.1 0.0 -0.09
C -3.748 2.732 -0.508 0.9 0.2 0.3 -0.09
C -2.899 1.657 -0.172 -0.7 -0.4 -0.1 -0.02
C -1.499 1.792 -0.135 -0.7 0.8 0.0 -0.14
H -2.267 -2.443 2.977 0.5 -0.3 -0.3 0.08
H -2.518 -2.620 1.244 -0.1 -0.1 -0.1 0.07
H -0.900 -2.959 1.860 -0.3 0.0 0.3 0.07
H -0.584 -0.602 2.476 -0.3 0.1 -0.4 0.11
H -2.257 -0.200 2.028 0.5 -0.3 -0.1 0.12
H -0.159 -1.233 0.030 -0.3 -0.1 -0.1 0.12
H -1.833 -0.842 -0.324 -0.5 0.1 -0.5 0.12
H 1.042 -0.605 1.286 0.9 0.0 0.0 0.08
H 3.692 -0.222 1.199 -0.4 0.3 0.0 0.12
H 3.253 0.718 -0.213 -0.3 0.5 -0.4 0.10
H 3.025 -2.608 1.512 0.1 0.1 0.1 0.11
H 2.579 -4.809 0.283 0.2 0.2 0.4 0.09
H 2.170 -4.806 -2.085 -0.1 -0.5 -0.3 0.09
H 1.965 -2.696 -3.379 0.1 0.1 0.2 0.10
H 2.266 -0.485 -2.188 0.1 -0.5 0.2 0.12
H 0.792 3.394 -1.533 0.0 0.1 -0.2 0.11
H 0.640 4.314 -0.055 0.0 -0.5 -0.1 0.12
H -1.424 5.057 -1.142 0.4 0.8 0.0 0.10
H -3.928 4.842 -0.978 -0.1 0.0 -0.1 0.10
H -4.809 2.584 -0.512 -0.4 -0.3 0.1 0.09
H -3.409 0.704 0.042 0.5 0.4 0.0 0.11